[1]
Molecular formula: C24H21F3IrN4SSb
Method: DFT, ωB97M-V with the def2-TZVPD basis set

Results
**ΔE to the lowest compared entry with this formula, charge and spin**: 12.86 kJ/mol
**Spin multiplicity**: 2
**Frontier orbital gap (spin up / spin down)**: 0.2855 / 0.2388 Eh
**Net charge**: +3

The geometry in XYZ format:
```
55
C24H21F3IrN4SSb, DFT ωB97M-V with the def2-TZVPD basis set
Ir 0.0893 -0.0541 0.2375
C -3.6493 -0.4180 -0.1012
C -2.7317 -1.5976 -0.0887
C -3.2105 -2.8957 -0.3499
C -2.3645 -3.9784 -0.3151
C -1.0215 -3.7873 0.0634
C -0.5972 -2.5088 0.3290
N -1.4401 -1.4654 0.1941
Sb 1.3232 -2.5387 1.5313
C 0.5928 -1.0237 2.8896
C 0.7157 -1.1604 4.2495
C 0.2695 -0.1328 5.0736
C -0.2820 0.9860 4.4943
C -0.3966 1.0891 3.1089
C -1.0124 2.3035 2.4990
N 0.0434 0.0768 2.3269
C 2.6323 -1.0619 0.5833
C 3.9732 -1.3450 0.4798
C 4.8438 -0.3404 0.0609
C 4.3363 0.9063 -0.2390
C 2.9650 1.1567 -0.1507
C 2.4169 2.4972 -0.5116
N 2.1552 0.1613 0.2625
H -4.6724 -0.7826 -0.0053
H -3.4859 0.2839 0.7138
H -3.5890 0.1188 -1.0500
H -4.2608 -3.0148 -0.5813
H -2.7331 -4.9707 -0.5393
H -0.3548 -4.6325 0.1751
H 1.1564 -2.0544 4.6725
H 0.3551 -0.2106 6.1495
H -0.6389 1.8046 5.1037
H -1.2321 3.0341 3.2750
H -0.3429 2.7820 1.7841
H -1.9615 2.0708 2.0124
H 4.3474 -2.3287 0.7356
H 5.9054 -0.5351 -0.0186
H 4.9934 1.7071 -0.5491
H 3.2055 3.2444 -0.4554
H 2.0431 2.4894 -1.5388
H 1.6173 2.8063 0.1527
F -3.2216 2.2051 -3.0300
C -2.0311 2.5603 -3.5402
F -2.1793 2.9024 -4.8021
F -1.5892 3.6083 -2.8366
C -1.0668 1.3985 -3.3794
C -0.5154 0.6840 -4.4428
C 0.3453 -0.3700 -4.1892
C 0.6392 -0.7221 -2.8756
N 0.0946 -0.0460 -1.8682
C -0.7185 0.9946 -2.1168
S -1.0911 1.6118 -0.4938
H -0.7566 0.9613 -5.4619
H 0.7903 -0.9252 -5.0035
H 1.2970 -1.5436 -2.6240
```

***

[2]
Molecular formula: C19H19BrN4O6SW
Method: DFT, ωB97M-V with the def2-TZVPD basis set

Results
**ΔE to the lowest compared entry with this formula, charge and spin**: 0.00 kJ/mol
**Spin multiplicity**: 3
**Frontier orbital gap (spin up / spin down)**: 0.2773 / 0.2879 Eh
**Net charge**: +2

The geometry in XYZ format:
```
51
C19H19BrN4O6SW, DFT ωB97M-V with the def2-TZVPD basis set
W -1.0182 0.5218 -0.4992
Br -4.0516 -1.2524 -0.8054
C -2.8065 -1.4976 -2.1765
C -3.0628 -2.3823 -3.2158
C -2.1251 -2.5190 -4.2225
C -0.9509 -1.7690 -4.1727
C -0.7786 -0.9194 -3.1115
N -1.6863 -0.7744 -2.1192
C 0.4536 -0.0863 -2.9288
O 1.4083 -0.1043 -3.6266
O 0.3612 0.6807 -1.7939
H -3.9846 -2.9455 -3.2200
H -2.3053 -3.2046 -5.0395
H -0.1802 -1.8360 -4.9279
N -2.4369 4.3305 -1.7315
C -3.1890 3.5824 -2.6081
C -2.8774 2.2904 -2.3547
N -1.9589 2.2528 -1.3147
C -1.7187 3.5120 -0.9673
H -2.4283 5.3382 -1.6715
H -3.8585 4.0277 -3.3220
H -3.2567 1.3989 -2.8204
H -1.0378 3.8327 -0.1964
C 5.8950 -0.3850 1.4237
C 4.4387 -0.7271 1.5009
C 3.6590 -0.7875 0.3434
C 2.3113 -1.0772 0.4054
C 1.7269 -1.2947 1.6519
C 2.4873 -1.2805 2.8203
C 3.8345 -0.9894 2.7319
S 0.0692 -1.7889 1.7583
O -0.6624 -1.1053 0.6101
O -0.1593 -3.1877 1.7254
N -0.5093 -1.2116 3.1389
C -0.3679 0.1428 3.6922
C -1.4985 1.1052 3.2950
C -1.4635 1.2630 1.8156
O -2.4415 0.9387 1.0634
O -0.3650 1.5444 1.2107
H 6.3226 -0.6835 0.4685
H 6.4565 -0.8617 2.2250
H 6.0283 0.6945 1.5238
H 4.1228 -0.6222 -0.6205
H 1.7380 -1.1800 -0.5049
H 2.0379 -1.5023 3.7791
H 4.4333 -0.9755 3.6334
H -1.0595 -1.9015 3.6359
H 0.5912 0.5488 3.3758
H -0.3414 0.0397 4.7751
H -1.3170 2.0691 3.7755
H -2.4783 0.7379 3.5925
```

***

[3]
Molecular formula: C9H16Si
Method: DFT, ωB97M-V with the def2-TZVPD basis set

Results
**ΔE to the lowest compared entry with this formula, charge and spin**: 95.34 kJ/mol
**SMILES**: CC1=C(C)[Si@@H](C)[C@H](C)C=C1
**Frontier orbital gap**: 0.3346 Eh
**Net charge**: 0

The geometry in XYZ format:
```
26
C9H16Si, DFT ωB97M-V with the def2-TZVPD basis set
C 2.7623 -1.5664 -0.1594
C 1.4316 -0.8843 -0.0893
C 1.3092 0.4459 0.1078
C 2.4490 1.4400 0.3191
Si -0.6113 0.9377 0.3824
C -1.0017 2.3909 -0.7666
C -1.9727 -0.4916 -0.1230
C -3.2418 -0.6609 0.7410
C -1.0262 -1.6578 -0.2829
C 0.3202 -1.8231 -0.2709
H 3.6118 -0.9893 0.2144
H 2.9737 -1.7859 -1.2634
H 2.7198 -2.5522 0.3198
H 2.0228 2.5329 -0.0252
H 3.4216 1.1721 -0.3402
H 2.6940 1.5884 1.4350
H -0.7276 1.5557 1.8350
H -2.0711 2.7110 -0.6940
H -0.5363 3.2679 -0.4316
H -0.6900 2.3477 -1.7973
H -2.2505 -0.1118 -1.1628
H -3.2811 0.0785 1.5282
H -4.1212 -0.6511 0.1481
H -3.2112 -1.7711 1.2048
H -1.5217 -2.6431 -0.3926
H 0.5486 -2.8804 -0.4364
```

***

[4]
Molecular formula: C18H17N2O4Ta
Method: DFT, ωB97M-V with the def2-TZVPD basis set

Results
**ΔE to the lowest compared entry with this formula, charge and spin**: 0.00 kJ/mol
**Frontier orbital gap**: 0.2552 Eh
**Net charge**: +2

The geometry in XYZ format:
```
42
C18H17N2O4Ta, DFT ωB97M-V with the def2-TZVPD basis set
Ta 0.0349 -0.0233 0.1068
O -1.7409 -0.5218 -0.0821
C -2.5939 -1.5969 0.0330
C -3.9462 -1.4107 -0.0815
C -4.7577 -2.5380 0.0608
C -4.2244 -3.8002 0.3031
C -2.8573 -3.9621 0.4077
C -2.0080 -2.8494 0.2768
C -0.6009 -3.0415 0.3798
N 0.3453 -2.1396 0.2988
C 1.7503 -2.5855 0.4246
C 2.5590 -1.7385 -0.5351
N 2.1256 -0.3367 -0.3372
C 3.0401 0.5963 -0.3708
C 2.8676 2.0052 -0.2332
C 3.9965 2.8378 -0.3025
C 3.8509 4.2078 -0.1985
C 2.5850 4.7594 -0.0302
C 1.4402 3.9632 0.0382
C 1.6131 2.6068 -0.0608
O 0.5214 1.7704 -0.0093
H -4.3576 -0.4296 -0.2670
H -5.8303 -2.4191 -0.0212
H -4.8801 -4.6524 0.4081
H -2.4314 -4.9403 0.5930
H -0.2780 -4.0711 0.5320
H 1.8403 -3.6460 0.1931
H 2.0721 -2.4181 1.4541
H 2.3565 -2.0232 -1.5689
H 3.6280 -1.8387 -0.3519
H 4.0672 0.2657 -0.5227
H 4.9778 2.4006 -0.4388
H 4.7175 4.8508 -0.2511
H 2.4775 5.8334 0.0483
H 0.4567 4.3909 0.1674
C 1.2296 0.1967 4.2664
O 1.1626 0.1031 2.8039
C -0.0730 0.0503 2.2931
O -1.0945 0.0558 2.9106
H 2.2842 0.3024 4.4906
H 0.8203 -0.7106 4.7016
H 0.6625 1.0628 4.5938
```

***

[5]
Molecular formula: C24H46F3NiO12S5
Method: DFT, ωB97M-V with the def2-TZVPD basis set

Results
**ΔE to the lowest compared entry with this formula, charge and spin**: 668.68 kJ/mol
**Spin multiplicity**: 3
**Frontier orbital gap (spin up / spin down)**: 0.2960 / 0.2471 Eh
**Net charge**: +1

The geometry in XYZ format:
```
91
C24H46F3NiO12S5, DFT ωB97M-V with the def2-TZVPD basis set
Ni 1.0195 1.1803 1.6461
C 0.1958 -0.6922 -1.2642
O 0.0466 -2.0782 -0.9971
O 0.4888 -0.1155 -0.0284
C 1.0732 -0.4562 -2.5455
F 2.0072 -1.3703 -2.6043
F 0.4396 -0.5353 -3.7466
F 1.7442 0.6893 -2.5907
C -0.6040 -2.9613 -1.9224
C -0.5072 -4.2523 -1.2793
H -1.2908 -4.4411 -0.5454
H -0.8505 -4.9639 -2.0302
H 0.4556 -4.6289 -0.9340
H -0.0764 -3.0146 -2.8748
H -1.6577 -2.7534 -2.1083
H -0.8154 -0.3688 -1.5114
C 2.8951 3.5422 -2.3998
C 2.8121 5.0614 -1.9782
C 2.4106 5.1216 -0.4686
S 2.7436 3.4873 0.2421
O 1.5095 2.7504 0.4799
O 3.7585 3.5723 1.3155
C 3.5514 2.8757 -1.2420
H 3.4408 3.4748 -3.3410
H 1.8974 3.1126 -2.4894
H 2.1122 5.5548 -2.6524
H 3.7594 5.5944 -2.0596
H 1.4409 5.5459 -0.2083
H 3.2032 5.6783 0.0314
H 3.4705 1.7895 -1.2016
H 4.5604 3.2643 -1.1033
C -2.9322 2.7357 -3.4811
C -1.4214 2.3821 -3.3076
C -1.1951 2.5569 -1.7992
S -2.0503 4.1713 -1.2978
O -1.0496 5.2408 -1.2440
O -2.8663 3.9442 -0.0812
C -3.0656 4.1669 -2.8534
H -3.4271 1.9217 -2.9513
H -3.2110 2.7818 -4.5338
H -0.8709 3.1259 -3.8837
H -1.2452 1.3338 -3.5486
H -0.2791 2.6207 -1.2117
H -1.7272 1.7674 -1.2685
H -2.5280 4.8993 -3.4556
H -4.0888 4.4958 -2.6716
C -4.7584 -1.5362 0.4844
C -3.6921 -0.8839 -0.4789
C -4.0067 -1.1898 -1.9190
S -4.8954 -2.8721 -1.8237
O -3.9456 -3.8716 -2.3259
O -6.2741 -2.8114 -2.3472
C -4.9961 -2.9759 0.0503
H -5.7645 -1.1185 0.5214
H -4.3037 -1.5559 1.4749
H -2.7201 -1.2521 -0.1507
H -3.6166 0.1464 -0.1312
H -3.1232 -1.2866 -2.5501
H -4.7205 -0.6320 -2.5251
H -4.1161 -3.5759 0.2821
H -5.8561 -3.4903 0.4790
C -2.2292 -2.6449 3.9465
C -1.9278 -1.2970 4.6307
C -0.5189 -1.2407 5.0814
S 0.3779 -1.9535 3.6119
O 1.4952 -2.8452 4.0646
O 0.7894 -0.7861 2.7852
C -1.1504 -2.9414 2.9135
H -3.2323 -2.5845 3.5244
H -2.3210 -3.3239 4.7942
H -2.6342 -1.0136 5.4109
H -1.9136 -0.4918 3.8961
H -0.2335 -1.9177 5.8866
H -0.1612 -0.2683 5.4200
H -0.9554 -4.0081 2.8033
H -1.3611 -2.4864 1.9457
C 4.5234 -2.4569 1.9004
C 5.4540 -1.8365 2.9414
C 4.8355 -0.5151 3.2119
S 4.2621 0.0129 1.4339
O 5.2587 0.8019 0.7059
O 2.9720 0.6006 1.6405
C 4.1853 -1.5828 0.6904
H 3.6088 -2.8337 2.3584
H 4.9670 -3.3507 1.4617
H 6.4699 -1.5508 2.6683
H 5.4526 -2.5407 3.7734
H 5.3760 0.2077 3.8231
H 3.7966 -0.5841 3.5344
H 5.0325 -1.7409 0.0231
H 3.2948 -1.7290 0.0790
```

***

[6]
Molecular formula: C5H6N2O
Method: DFT, ωB97M-V with the def2-TZVPD basis set

Results
**ΔE to the lowest compared entry with this formula, charge and spin**: 192.21 kJ/mol
**SMILES**: N/N=c1\cccco1
**Frontier orbital gap**: 0.3079 Eh
**Net charge**: 0

The geometry in XYZ format:
```
14
C5H6N2O, DFT ωB97M-V with the def2-TZVPD basis set
N 0.1800 1.3242 -2.4191
N 0.2265 1.5594 -0.9743
C 0.0165 0.4792 -0.2893
C -0.0704 -0.8923 -0.7057
C -0.0888 -1.8614 0.2327
C -0.2369 -1.4699 1.6294
C -0.1538 -0.1901 1.9409
O -0.0266 0.7853 1.0917
H 0.2780 2.2500 -2.7637
H 1.1035 0.9033 -2.6990
H -0.0391 -1.1374 -1.7399
H -0.2600 -2.8707 -0.0507
H -0.3342 -2.1829 2.4430
H -0.1800 0.1778 2.9835
```

***

[7]
Molecular formula: C4H4N2O2
Method: DFT, ωB97M-V with the def2-TZVPD basis set

Results
**ΔE to the lowest compared entry with this formula, charge and spin**: 706.33 kJ/mol
**SMILES**: Oc1onc2c1CN2
**Frontier orbital gap**: 0.3270 Eh
**Net charge**: 0

The geometry in XYZ format:
```
12
C4H4N2O2, DFT ωB97M-V with the def2-TZVPD basis set
O -2.7329 -0.4167 -0.1335
C -1.4928 0.1068 0.0391
O -1.5756 1.4419 0.0686
N -0.2447 2.0462 0.0087
C 0.4351 1.0530 -0.4463
C -0.1278 -0.3028 -0.5886
C 1.2137 -0.8600 0.1611
N 1.8213 0.6179 -0.2396
H -2.7618 -1.3617 -0.3050
H 1.2509 -1.2327 1.3460
H 1.7664 -1.7298 -0.4307
H 2.4483 0.6379 0.5202
```